A:
C3H14N2O2 | ωB97M-V with the def2-TZVPD basis set

XYZ file:
```
21
Properties=species:S:1:pos:R:3:nbo_charge:R:1
C -1.9350 -1.8334 -1.0766 -0.615
C -1.6367 -0.6324 -0.1974 -0.226
N -0.2984 -0.1024 -0.4911 -0.656
C 0.0421 1.0441 0.3877 -0.053
N 1.4511 1.3174 0.4639 -0.823
H -1.4009 -2.7292 -0.7478 0.201
H -2.9992 -2.0894 -1.1085 0.217
H -1.6477 -1.6294 -2.1129 0.214
H -1.6762 -0.9453 0.8491 0.165
H -2.3904 0.1330 -0.3472 0.197
H 0.3527 -0.8401 -0.2337 0.345
H -0.4479 1.9245 -0.0167 0.189
H -0.3734 0.8606 1.3812 0.156
H 1.8005 1.4754 -0.4795 0.363
H 1.9709 0.5276 0.8296 0.343
O 3.3376 -0.1745 4.3602 -0.935
H 2.7424 0.5797 4.4034 0.470
H 3.6818 -0.1562 3.4624 0.466
O -0.3318 1.4720 -3.0755 -0.964
H -0.1123 0.9758 -3.8731 0.460
H -0.1292 0.8223 -2.3773 0.487
```

Calculated values
E_LUMO ... 0.581 eV
SMILES string ... CCNCN.O.O
Kohn-Sham gap ... 10.2 eV
Highest occupied orbital energy ... -9.64 eV

B:
C3H14N2O2 | ωB97M-V with the def2-TZVPD basis set

XYZ file:
```
21
Properties=species:S:1:pos:R:3:nbo_charge:R:1
C 2.5304 -0.8466 -1.3371 -0.619
C 1.3929 -0.3802 -0.4365 -0.046
N 1.7396 -0.5955 0.9530 -0.825
C 1.1146 1.1368 -0.5359 -0.216
N -0.0116 1.8205 -0.0302 -0.874
H 3.0467 -1.7092 -1.1009 0.222
H 3.1800 0.0362 -1.4341 0.203
H 1.9708 -0.8769 -2.3250 0.216
H 0.3339 -0.7752 -0.6612 0.183
H 2.7826 -0.6187 1.0446 0.340
H 1.7177 0.3089 1.5006 0.342
H 2.0207 1.5860 -0.2179 0.165
H 0.9693 1.3021 -1.6000 0.166
H -0.7702 1.4592 0.5195 0.375
H 0.2719 2.7246 0.3307 0.367
O -2.9305 -2.2751 0.3459 -0.942
H -3.7334 -2.8745 0.2965 0.468
H -3.2321 -1.5170 0.8937 0.472
O -4.1123 0.7063 1.6362 -0.929
H -3.6279 1.2294 1.0231 0.471
H -4.6531 0.1589 1.1351 0.462
```

Calculated values
E_LUMO ... 0.554 eV
SMILES string ... C[C@@H](N)CN.O.O
Kohn-Sham gap ... 9.1 eV
Highest occupied orbital energy ... -8.52 eV

C:
C3H14N2O2 | ωB97M-V with the def2-TZVPD basis set

XYZ file:
```
21
Properties=species:S:1:pos:R:3:nbo_charge:R:1
C -0.2168 -1.9329 1.2859 -0.615
C -0.1879 -0.5515 0.5927 -0.087
N 1.2311 -0.1215 0.3897 -0.857
C -0.8754 0.5077 1.3800 -0.218
N -1.0384 1.7286 0.5023 -0.860
H -1.2407 -2.1623 1.5833 0.209
H 0.0714 -2.6911 0.5576 0.209
H 0.4516 -1.9073 2.1453 0.208
H -0.5955 -0.6370 -0.4104 0.215
H 1.3964 0.0533 -0.6062 0.375
H 1.8475 -0.9310 0.4507 0.351
H -0.5074 0.8653 2.3444 0.193
H -1.9213 0.2129 1.5746 0.179
H -0.1193 2.1547 0.4771 0.378
H -1.7453 2.3143 0.9162 0.365
O 2.9302 0.1958 -2.3298 -0.947
H 2.4995 -0.5589 -2.7866 0.476
H 3.8125 0.2541 -2.6364 0.474
O -1.6430 0.9435 -2.0957 -0.990
H -1.5497 1.3654 -1.1864 0.490
H -2.5993 0.8979 -2.1483 0.451
```

Calculated values
E_LUMO ... 0.814 eV
SMILES string ... C[C@H](N)CN.O.O
Kohn-Sham gap ... 10.1 eV
Highest occupied orbital energy ... -9.31 eV

D:
C3H14N2O2 | ωB97M-V with the def2-TZVPD basis set

XYZ file:
```
21
Properties=species:S:1:pos:R:3:nbo_charge:R:1
C 1.6850 -0.5295 -1.6156 -0.631
C 0.4502 0.0103 -0.9562 -0.005
N 0.7382 -0.3322 0.7133 -0.917
C 0.3096 1.5060 -0.8440 -0.238
N -0.6534 2.0177 0.0910 -0.882
H 2.6058 0.0584 -1.4518 0.207
H 1.5411 -0.5324 -2.7082 0.213
H 1.8863 -1.5580 -1.3133 0.230
H -0.3237 -0.7364 -1.0800 0.243
H 0.1559 0.4160 1.0668 0.368
H 1.6642 -0.2135 1.1156 0.367
H 1.3151 1.8320 -0.5413 0.180
H 0.2372 1.8874 -1.8865 0.184
H -1.3793 1.4280 0.4670 0.401
H -0.9800 2.9219 -0.2101 0.378
O -0.6682 -1.8961 2.1967 -1.013
H -0.9534 -1.5169 3.0334 0.462
H -0.0202 -1.2834 1.6750 0.494
O -2.4633 -0.7893 0.5753 -1.002
H -3.1219 -1.4469 0.3285 0.466
H -2.0254 -1.2433 1.3445 0.495
```

Calculated values
E_LUMO ... 0.999 eV
SMILES string ... C[C@@H](N)CN.O.O
Kohn-Sham gap ... 10.2 eV
Highest occupied orbital energy ... -9.22 eV

Going by the computed energies, the most stable comes first: A, C, D, B.

A:
C4H8NO2 | ωB97M-V with the def2-TZVPD basis set

XYZ file:
```
15
Properties=species:S:1:pos:R:3:nbo_charge:R:1
C 0.1628 -0.3049 1.6367 -0.667
N 2.5262 -0.2570 2.0118 -0.839
C 1.6135 -0.0595 -0.3878 -0.500
C 1.5266 -0.2499 1.0427 0.163
C -3.2567 0.5391 -2.4268 0.534
O -2.9495 0.0372 -1.3283 -0.557
O -4.1600 0.1423 -3.3142 -0.140
H 0.1763 0.1368 2.6658 0.250
H -0.3041 -1.3477 1.4919 0.244
H -0.5417 0.3742 1.1525 0.202
H -2.7176 1.4699 -2.6744 0.163
H 1.5210 0.8901 0.4440 0.341
H 2.5900 -0.1554 -0.8031 0.226
H 0.8275 -0.1164 -1.2610 0.246
H 2.9857 -1.0987 1.7502 0.334
```

Calculated values
E_LUMO (alpha / beta) ... 0.505 / -3.907 eV
⟨S²⟩ ... 0.75
Kohn-Sham gap (alpha / beta) ... 8.3 / 3.9 eV
Spin multiplicity ... 2
Highest occupied orbital energy (alpha / beta) ... -7.78 / -7.77 eV

B:
C4H8NO2 | ωB97M-V with the def2-TZVPD basis set

XYZ file:
```
15
Properties=species:S:1:pos:R:3:nbo_charge:R:1
C 1.5817 0.9328 1.4114 -0.618
C 0.9140 -0.0257 0.4038 -0.223
N -0.2944 0.5305 -0.1685 -0.558
C -0.8205 -0.1781 -1.3078 -0.303
C -2.0315 -1.0646 -0.8722 0.699
O -2.1162 -1.4193 0.2885 -0.603
O -2.8422 -1.3375 -1.8098 -0.234
H 2.5630 1.2119 1.0307 0.209
H 1.8371 0.3964 2.3129 0.212
H 1.0474 1.8289 1.5503 0.219
H 1.6078 -0.1764 -0.4019 0.184
H 0.8054 -1.0063 0.8833 0.185
H -1.0339 0.5543 0.5270 0.386
H -0.0881 -0.8140 -1.8062 0.226
H -1.1296 0.5671 -2.0414 0.219
```

Calculated values
E_LUMO (alpha / beta) ... 0.943 / -3.356 eV
⟨S²⟩ ... 0.76
Kohn-Sham gap (alpha / beta) ... 10.7 / 6.1 eV
Spin multiplicity ... 2
Highest occupied orbital energy (alpha / beta) ... -9.73 / -9.41 eV

Going by the computed energies, the most stable comes first: B, A.